No. 1
A structure of composition C54H45AgF9I at a distorted geometry. Source: the OMol25 dataset; level of theory: ωB97M-V with the def2-TZVPD basis set.

Geometry (Å):
Ag (2.34635, -0.28000, 1.85221)
I (0.54816, 0.98028, -0.00843)
F (-5.07056, 5.24272, -1.97482)
C (-3.81852, 4.75383, -1.87128)
C (-3.38300, 3.95769, -2.87917)
C (-2.08398, 3.48150, -2.86873)
C (-1.25799, 3.78656, -1.82368)
C (-1.72218, 4.59819, -0.78134)
C (-3.05060, 5.06416, -0.76955)
H (-4.11642, 3.79743, -3.65078)
H (-1.76198, 2.87150, -3.71723)
H (-0.23680, 3.43131, -1.83801)
H (-1.16675, 4.92577, 0.07757)
H (-3.43141, 5.76602, -0.03720)
F (6.60507, 3.35696, 0.88926)
C (5.47118, 4.08614, 0.64399)
C (4.29502, 3.35325, 0.58330)
C (3.15393, 4.05481, 0.35113)
C (3.15331, 5.37812, 0.10712)
C (4.32294, 6.07036, 0.18646)
C (5.50573, 5.43205, 0.42066)
H (4.27924, 2.27718, 0.70719)
H (2.23431, 3.47709, 0.29913)
H (2.16504, 5.86106, -0.13046)
H (4.37023, 7.15592, 0.06144)
H (6.39828, 6.03330, 0.54018)
F (3.83516, 3.67402, -4.90333)
C (3.60007, 2.49065, -4.32249)
C (2.92048, 1.50656, -5.03326)
C (2.70410, 0.31204, -4.39096)
C (3.10491, 0.08106, -3.14136)
C (3.70522, 1.08766, -2.42250)
C (3.98030, 2.30095, -3.02714)
H (2.74209, 1.66836, -6.06250)
H (2.27567, -0.43549, -5.04321)
H (2.91840, -0.84374, -2.65459)
H (4.02542, 0.95216, -1.40145)
H (4.44937, 3.14163, -2.52405)
F (-2.12718, -2.85775, -6.77741)
C (-1.61932, -2.00640, -5.89291)
C (-1.24374, -0.72358, -6.36204)
C (-0.72990, 0.16169, -5.41749)
C (-0.61067, -0.15807, -4.07615)
C (-0.98302, -1.44293, -3.65379)
C (-1.49293, -2.37574, -4.57639)
H (-1.46374, -0.45283, -7.39438)
H (-0.40911, 1.15429, -5.77719)
H (-0.06270, 0.45068, -3.37233)
H (-0.83179, -1.77157, -2.63237)
H (-1.81258, -3.36425, -4.31632)
F (-6.84254, 1.44169, 3.27392)
C (-5.65065, 1.89789, 2.82240)
C (-5.26863, 1.53114, 1.52693)
C (-4.02707, 2.03645, 1.10328)
C (-3.18452, 2.79342, 1.94940)
C (-3.67718, 3.13979, 3.21361)
C (-4.87355, 2.64413, 3.69864)
H (-5.89473, 1.07917, 0.75977)
H (-3.71350, 1.82843, 0.06419)
H (-2.21106, 3.18691, 1.64582)
H (-3.08368, 3.77076, 3.90174)
H (-5.18453, 2.88598, 4.69336)
F (4.51960, -5.07893, -0.39928)
C (3.23344, -4.80841, -0.63268)
C (2.35108, -5.86120, -0.77332)
C (1.01505, -5.58688, -1.03688)
C (0.54939, -4.28495, -1.05335)
C (1.48699, -3.22199, -0.96518)
C (2.82747, -3.47824, -0.70957)
H (2.72287, -6.89285, -0.72516)
H (0.30587, -6.39462, -1.14743)
H (-0.50231, -4.11229, -1.17608)
H (1.21082, -2.19301, -1.06151)
H (3.54924, -2.67173, -0.76828)
F (-1.91284, 0.83187, 7.21827)
C (-1.48888, -0.00940, 6.24592)
C (-1.14999, 0.60245, 5.06477)
C (-0.73433, -0.21644, 4.01080)
C (-0.79626, -1.62156, 4.13957)
C (-1.20103, -2.19746, 5.37740)
C (-1.58892, -1.36100, 6.43642)
H (-1.11799, 1.68110, 5.01333)
H (-0.46973, 0.24404, 3.08287)
H (-0.52732, -2.24298, 3.29270)
H (-1.24315, -3.26199, 5.52585)
H (-1.93534, -1.74763, 7.38224)
F (2.89878, -1.89443, 3.33653)
C (3.06755, -3.27740, 3.51395)
C (2.45603, -3.82696, 4.59888)
C (2.64490, -5.19340, 4.81207)
C (3.46253, -5.93404, 3.89910)
C (4.10042, -5.25507, 2.85320)
C (3.92040, -3.91425, 2.64343)
H (1.96573, -3.22846, 5.37601)
H (2.14561, -5.62987, 5.66630)
H (3.60394, -7.02047, 3.98745)
H (4.66912, -5.82352, 2.12750)
H (4.41395, -3.45273, 1.79583)
F (-6.37869, -2.00808, -1.02132)
C (-5.07379, -1.93293, -0.67131)
C (-4.37168, -0.92257, -1.25978)
C (-3.03962, -0.73559, -0.99074)
C (-2.39503, -1.61757, -0.11695)
C (-3.14850, -2.64580, 0.51525)
C (-4.49081, -2.80597, 0.19591)
H (-4.89905, -0.22296, -1.90432)
H (-2.48063, 0.04250, -1.50257)
H (-1.34807, -1.58264, 0.11373)
H (-2.75092, -3.36085, 1.18105)
H (-5.08736, -3.57116, 0.66297)

Atomic forces in eV per Å
Ag -1.08 0.68 -1.09
I 0.90 -0.64 0.89
F -0.17 0.12 0.19
C -0.35 0.31 0.83
C -0.21 -0.14 -0.61
C -0.63 -0.55 -1.03
C 0.75 0.55 0.95
C -1.40 0.20 0.04
C 0.84 0.16 -0.68
H 0.19 -0.34 -0.45
H 0.10 0.14 0.40
H 0.04 0.02 0.14
H 0.77 -0.28 0.01
H 0.09 -0.25 0.15
F -0.23 0.73 -0.08
C 0.41 -1.89 -0.04
C 1.15 0.02 0.33
C -1.58 -2.12 -0.27
C -2.32 1.90 -0.43
C 0.05 1.83 -0.46
C 1.13 0.25 0.72
H 0.16 0.08 0.09
H -0.02 0.20 -0.01
H 1.29 -0.29 0.32
H -0.24 -0.36 -0.07
H 0.18 -0.35 -0.14
F 0.17 0.31 -0.23
C -0.92 -0.49 -0.66
C 1.27 1.13 0.91
C -0.75 -0.32 -3.27
C 0.31 -0.19 2.27
C 0.70 0.59 0.25
C 0.22 0.57 0.64
H -0.51 0.05 -0.86
H -0.24 -0.44 0.42
H -0.16 -0.79 0.21
H -0.10 -0.16 0.14
H 0.03 -0.25 0.18
F -0.29 -0.62 -0.40
C 0.55 1.95 -0.30
C -0.60 -0.97 0.94
C 0.02 0.96 -0.98
C 0.31 -1.52 0.39
C -0.01 -0.18 -0.77
C 0.18 0.71 0.24
H 0.34 -0.05 0.26
H -0.16 -0.52 0.30
H -0.25 0.43 0.00
H -0.07 0.21 0.02
H -0.01 -0.36 0.36
F -0.05 0.08 0.02
C -0.30 -0.83 -0.14
C 1.02 1.59 0.10
C 0.65 -0.03 -0.16
C -0.99 0.07 0.10
C 1.11 0.01 0.34
C -0.08 -0.07 -1.15
H -0.14 -0.24 0.70
H -0.08 0.13 0.71
H -0.43 -0.33 -0.17
H -0.24 -0.40 -0.58
H -0.39 -0.05 0.28
F 0.70 -0.08 0.11
C -0.81 0.28 0.07
C 0.39 -0.45 -0.24
C -0.17 0.10 0.60
C 1.17 0.78 -0.22
C -0.41 -1.06 0.42
C -0.18 -0.46 -0.80
H -0.14 0.52 0.00
H 0.05 -0.12 -0.03
H -0.28 0.29 -0.15
H -0.47 0.44 -0.05
H 0.09 -0.08 0.32
F 0.11 -0.22 0.41
C -1.00 1.02 0.07
C 1.05 -0.68 -0.54
C -0.78 -0.76 0.72
C -0.07 0.39 1.12
C 0.10 1.28 -0.71
C 0.59 -0.75 -0.56
H -0.12 0.00 -0.09
H 0.18 0.09 -0.54
H -0.01 -0.05 0.11
H -0.02 -0.25 -0.18
H 0.00 -0.06 0.05
F 0.15 -0.53 0.33
C 0.53 1.39 -0.46
C 0.02 -0.55 1.07
C 0.86 -0.50 -1.28
C -0.69 0.63 0.76
C -0.40 -1.47 0.25
C -0.29 0.28 -0.12
H -0.06 -0.09 -0.72
H 0.18 -0.29 -0.07
H -0.14 0.64 0.14
H 0.17 0.04 0.15
H -0.21 0.30 0.22
F -0.01 -0.43 0.38
C -0.50 0.43 -0.62
C -0.25 1.21 -0.61
C 1.08 -0.62 0.37
C -1.05 -1.17 0.73
C -0.23 1.43 -1.71
C -0.11 -0.39 0.69
H 0.05 -0.22 -0.03
H -0.06 -0.01 0.18
H 0.36 0.42 -0.07
H 0.82 -0.44 0.68
H -0.09 -0.20 0.04

**HOMO-LUMO gap**: 0.2836 Ha
**HOMO level**: -8.809 eV
**DFT total energy**: -3428.1349 hartree
**Charge**: 0

Atomic partial charges in e from the Löwdin method, atoms 1 to 4: number 1, Ag, carries 0.493; number 2, I, carries 0.041; number 3, F, carries 0.057; number 4, C, carries -0.307

***

No. 2
A cluster of 2 separate species, C7H15BN in total at a distorted geometry. Source: the OMol25 dataset; level of theory: ωB97M-V with the def2-TZVPD basis set.

Geometry (Å):
B (2.84579, -0.27075, 0.30594)
C (-3.02076, 0.87540, -0.19673)
C (-0.83181, 0.29220, 0.96569)
C (-1.39544, -0.98875, -1.11953)
C (-1.61171, 1.22804, 0.09500)
C (-1.91969, 0.47511, -1.15795)
C (2.05789, -0.60571, -0.82313)
C (3.63208, 0.12299, 1.52454)
N (-0.59141, -0.99825, 0.19242)
H (-3.36884, 0.05503, 0.42916)
H (-3.70802, 1.66923, -0.46618)
H (0.24474, 0.73920, 1.25686)
H (-1.36155, 0.05389, 1.88911)
H (-0.78275, -1.11086, -2.09545)
H (-1.34324, 2.22606, -0.04170)
H (-1.92162, 0.98410, -2.10728)
H (1.94044, -1.37503, -1.54818)
H (1.94200, 0.29169, -1.49637)
H (0.92949, -1.08312, -0.51903)
H (-2.11774, -1.75470, -1.09492)
H (4.55917, 0.43621, 1.12156)
H (3.63813, -0.50563, 2.37512)
H (3.00309, 1.06447, 1.80374)
H (-0.81825, -1.82082, 0.70734)

Atomic forces in eV per Å
B 0.26 -1.36 0.47
C 0.16 -0.85 0.25
C 2.52 -0.35 0.54
C 1.74 2.69 -0.26
C 0.37 -1.20 -0.54
C -1.01 -0.92 -0.58
C -1.70 1.01 -1.16
C -2.90 2.17 -1.23
N -0.31 0.85 -1.87
H -0.47 0.26 -0.19
H 0.02 -0.26 0.06
H -2.25 -0.83 -0.58
H 0.23 0.02 0.09
H -0.46 -0.12 1.81
H 0.69 1.40 0.23
H 0.16 0.00 -0.13
H 1.45 -1.31 -0.56
H -0.16 -0.27 0.90
H 0.10 1.76 1.46
H -1.07 -0.74 0.00
H 1.41 0.38 0.17
H 0.21 -0.81 0.68
H 1.20 -1.08 -0.12
H -0.20 -0.43 0.58

**HOMO-LUMO gap**: 0.3288 Ha
**HOMO level**: -12.971 eV
**DFT total energy**: -354.9439 hartree
**Relative energy (zero: lowest compared OMol25 entry of this formula, charge and spin)**: 0.0 kcal/mol
**Charge**: +1

Atomic partial charges in e from the Löwdin method, atoms 1 to 4: number 1, B, carries 0.042; number 2, C, carries -0.049; number 3, C, carries -0.127; number 4, C, carries -0.105